[1]
ORCA calculation (ωB97M-V/def2-TZVPD) on C13H28N5O5P3 as an isolated structure at a distorted geometry.

```
54
Properties=species:S:1:pos:R:3:mulliken_charge:R:1
N -2.57346 -0.35802 2.36120 -0.65
P -2.69996 -0.81031 0.86512 0.41
N -1.05333 -1.16443 0.34531 0.21
P -0.74771 -2.82012 0.98229 -0.11
P 0.14869 -2.55453 2.96060 0.97
O -0.79357 -2.97984 3.97505 -0.67
O 1.43745 -3.53221 2.99709 -0.50
O 0.70903 -1.06813 3.19722 -0.45
C -0.99528 -1.32364 -1.06095 0.22
O -1.65212 -2.08463 -1.67907 -0.49
O -0.09004 -0.55039 -1.65652 -0.37
H -2.98550 0.56331 2.45114 0.23
H -3.27918 0.14164 0.02056 -0.13
H -3.41507 -2.00823 0.67979 0.15
H 0.26570 -3.30002 0.11596 0.11
H 1.77924 -3.57449 2.08843 0.18
H 0.07211 -0.40870 2.86639 0.34
H -0.36017 -0.39178 -2.56684 0.32
C -7.27150 1.02436 -3.55253 -1.13
C -6.08866 1.88227 -3.11734 -0.46
C -4.84312 1.05415 -2.78363 -0.32
C -5.11845 0.12781 -1.67829 0.28
N -5.33460 -0.58390 -0.82031 -0.45
H -7.59160 0.35075 -2.75653 0.35
H -8.12348 1.65402 -3.80805 0.33
H -7.01983 0.42385 -4.42887 0.30
H -6.37684 2.47620 -2.24799 0.30
H -5.84006 2.58336 -3.91602 0.31
H -4.02000 1.70846 -2.49111 0.29
H -4.52299 0.47586 -3.65147 0.30
C 4.49290 -1.12065 -1.41519 -1.39
C 4.26468 -0.79267 0.05662 0.32
C 4.54602 -1.97633 0.98592 -0.50
C 3.65895 -3.10009 0.66651 0.37
N 2.95678 -3.95812 0.41710 -0.59
H 3.81989 -1.90770 -1.75870 0.36
H 4.30845 -0.24221 -2.03452 0.38
H 5.51967 -1.44735 -1.58998 0.36
H 3.23325 -0.46094 0.19490 -0.05
H 4.91127 0.03927 0.34357 0.34
H 4.37994 -1.69053 2.02507 0.30
H 5.58042 -2.30777 0.88802 0.39
C 3.53600 3.92804 2.19944 -1.37
C 3.84421 2.64493 1.43612 -0.31
C 2.68150 2.18250 0.55231 0.09
C 1.48917 1.90984 1.36618 0.26
N 0.56924 1.69819 1.99646 -0.49
H 2.70094 3.79239 2.88786 0.36
H 4.39852 4.23552 2.79065 0.38
H 3.28762 4.74175 1.51506 0.33
H 4.09808 1.85671 2.14827 0.27
H 4.72249 2.80377 0.80672 0.37
H 2.95089 1.27259 0.01697 -0.43
H 2.43342 2.94616 -0.18599 0.43
```

Its multiplicity is 1. The net charge is 0. As for the gap between HOMO and LUMO: 8.7 eV. The calculation puts the total energy at -2186.2200 Eh. The highest occupied orbital energy comes out at -8.753 eV.


[2]
ORCA calculation (ωB97M-V/def2-TZVPD) on a 3-piece molecular cluster, C13H28NO10P overall.

```
53
Properties=species:S:1:pos:R:3:mulliken_charge:R:1
C -1.06089 2.75692 -3.47446 -0.66
O 0.26797 2.43235 -3.83035 -0.39
C 1.23035 2.60463 -2.81332 -0.46
C 2.37471 1.60449 -3.03251 -0.75
C 2.40128 0.45420 -2.03846 -0.13
O 1.48143 -0.60747 -2.38299 -0.35
C 0.16687 -0.37780 -2.24541 0.65
O -0.64571 -0.55898 -3.07916 -0.48
O -0.18560 0.07986 -0.98793 -0.19
P 0.24748 -0.74702 0.35592 0.57
N -0.11355 -2.23455 0.50378 -0.70
H -1.28764 3.80788 -3.70052 0.30
H -1.72735 2.11298 -4.05391 0.24
H -1.24416 2.57214 -2.40750 0.26
H 1.61645 3.63539 -2.81399 0.49
H 0.76749 2.44336 -1.82523 0.25
H 2.30974 1.21899 -4.05493 0.37
H 3.33480 2.12691 -2.93426 0.37
H 2.20029 0.83136 -1.02941 0.12
H 3.38088 -0.02888 -2.01946 0.19
H 1.61642 -0.47294 0.50904 0.01
H -0.34649 0.10930 1.29404 0.04
H -0.59978 -2.71462 -0.24080 0.25
C -5.02666 -6.31372 2.90037 -1.07
C -5.63834 -6.25728 1.51832 -0.19
O -5.78460 -4.90181 1.05608 -0.38
C -4.66800 -4.33740 0.59382 0.75
O -3.59847 -4.87735 0.47163 -0.57
O -4.96295 -3.09943 0.19640 -0.35
C -3.84929 -2.36698 -0.32541 -0.58
H -5.61086 -5.71452 3.59967 0.29
H -5.01356 -7.34493 3.25512 0.35
H -4.00361 -5.94078 2.88741 0.31
H -6.65367 -6.64941 1.52161 0.29
H -5.04657 -6.81896 0.79612 0.32
H -3.35078 -2.93158 -1.11118 0.29
H -3.13745 -2.13901 0.46740 0.29
H -4.26408 -1.44966 -0.73270 0.25
C 2.47128 5.12088 3.00761 -1.10
C 2.23986 3.62972 3.09675 -0.24
O 2.60332 2.96108 1.87078 -0.27
C 3.90877 2.75400 1.70262 0.62
O 4.78437 3.02859 2.48011 -0.57
O 4.08132 2.16461 0.51537 -0.14
C 5.44734 1.89483 0.17794 -0.73
H 1.93872 5.53917 2.15289 0.28
H 2.10380 5.60352 3.91359 0.37
H 3.53211 5.34495 2.90513 0.31
H 1.18304 3.40189 3.22094 0.30
H 2.79539 3.18464 3.92134 0.33
H 5.93505 1.33235 0.97103 0.35
H 5.98523 2.82586 0.00688 0.32
H 5.41427 1.30824 -0.73584 0.18
```

Its multiplicity is 1. The net charge is 0. For the relative energy (zero: lowest compared OMol25 entry of this formula, charge and spin), the calculation gives 0.0000 eV. As for the gap between HOMO and LUMO: 9.8 eV. The calculation puts the total energy at -1660.6384 Eh. The highest occupied orbital energy comes out at -9.343 eV.


[3]
ORCA calculation (ωB97M-V/def2-TZVPD) on C13H28O23S6 as an isolated structure at a distorted geometry.

```
70
Properties=species:S:1:pos:R:3:mulliken_charge:R:1
O -1.50150 -0.00550 0.97829 -0.53
S -1.35591 -0.31816 -0.41305 1.13
O -2.28452 0.16696 -1.37509 -0.64
O 0.05162 0.15994 -0.90467 -0.16
C 1.18308 0.07416 -0.01576 -0.20
C 1.25135 1.24588 0.96696 -0.96
C -1.23932 -2.06594 -0.59020 -1.15
H 2.00999 0.22643 -0.70793 0.31
H 1.26607 -0.89215 0.47937 0.23
H 2.29928 1.35137 1.26285 0.30
H 0.71175 1.04419 1.88705 0.06
H 0.94849 2.14823 0.44225 0.40
H -1.23914 -2.32128 -1.64291 0.40
H -2.13172 -2.44434 -0.09571 0.35
H -0.37279 -2.41300 -0.03290 0.34
C 5.27035 4.12871 1.31501 -0.28
C 5.36776 5.15764 0.17122 -0.44
O 5.08325 4.43208 -1.02060 -0.34
S 3.94328 3.39518 -0.63662 1.29
O 4.01076 2.28078 -1.49720 -0.52
O 2.72957 4.07893 -0.42373 -0.58
O 4.61634 2.99036 0.74693 -0.29
H 4.67848 4.54798 2.12894 0.25
H 6.23251 3.81277 1.70806 0.29
H 6.33944 5.64333 0.10427 0.34
H 4.67318 5.98801 0.31839 0.27
C -3.37760 -7.73042 -0.96999 -0.29
C -4.41765 -7.31346 0.04714 -0.32
O -4.60900 -5.91807 -0.21528 -0.34
S -3.21272 -5.26164 -0.59806 1.26
O -2.54925 -4.83929 0.58459 -0.55
O -3.39836 -4.36347 -1.66601 -0.55
O -2.52262 -6.59217 -1.12177 -0.33
H -3.80230 -8.02630 -1.93177 0.28
H -2.76522 -8.57616 -0.65747 0.29
H -4.08659 -7.46612 1.07563 0.28
H -5.37234 -7.81061 -0.10078 0.30
C -0.14619 -1.24698 3.67256 -0.23
C 0.01875 -1.45852 5.18449 -0.30
O 1.31956 -2.01068 5.37164 -0.34
S 2.05950 -2.30998 4.00736 1.12
O 1.86667 -3.66080 3.62821 -0.57
O 3.36035 -1.78220 4.08027 -0.55
O 1.16271 -1.37438 3.11003 -0.16
H -0.59092 -0.31860 3.33390 0.34
H -0.77622 -2.06517 3.30787 0.16
H -0.72730 -2.13691 5.59339 0.29
H -0.05665 -0.51708 5.73099 0.25
C -4.11203 3.01144 -0.20674 -0.11
C -4.73852 1.79570 0.51775 0.11
O -4.99004 2.25188 1.86061 -0.32
S -5.28588 3.80937 1.87030 1.11
O -4.65739 4.37453 2.99894 -0.53
O -6.66377 4.04840 1.61660 -0.55
O -4.46218 4.16867 0.55828 -0.35
H -4.53679 3.10264 -1.20258 0.30
H -3.03256 2.89596 -0.25093 0.16
H -3.99827 1.01054 0.59425 -0.08
H -5.67282 1.48965 0.05399 0.29
C 3.63332 0.97841 -5.36983 -0.39
C 3.88665 2.34848 -4.72474 -0.12
O 2.61374 2.82203 -4.29447 -0.27
S 1.46558 1.71952 -4.40733 0.97
O 0.65660 2.01299 -5.52601 -0.58
O 0.89423 1.52679 -3.13659 -0.25
O 2.42374 0.50039 -4.73264 -0.35
H 4.35450 0.21044 -5.11772 0.30
H 3.47067 1.04497 -6.44436 0.27
H 4.33870 3.02139 -5.44651 0.31
H 4.49425 2.22226 -3.83043 0.17
```

Its multiplicity is 1. The net charge is 0. As for the gap between HOMO and LUMO: 10.9 eV. The calculation puts the total energy at -4631.6602 Eh. The highest occupied orbital energy comes out at -10.594 eV.